Record 1
The molecule C10H20N2O3S, computed with wB97M-V/def2-TZVPD.

Element x y z (Å)
C1 1.273 4.257 2.028
C2 2.014 3.082 2.655
C3 2.803 2.264 1.627
N1 1.957 1.596 0.665
C4 1.559 0.307 0.852
O1 2.025 -0.426 1.699
N2 0.554 -0.096 -0.008
C5 0.285 -1.509 -0.138
C6 -1.145 -1.867 0.307
C7 -2.193 -1.141 -0.521
S1 -3.868 -1.651 0.005
C8 -4.827 -0.551 -1.073
C9 0.501 -1.930 -1.584
O2 0.653 -1.151 -2.492
O3 0.480 -3.251 -1.724
C10 0.652 -3.751 -3.045
H1 0.507 3.913 1.336
H2 1.964 4.901 1.487
H3 0.785 4.850 2.798
H4 2.715 3.454 3.404
H5 1.305 2.421 3.157
H6 3.500 2.912 1.087
H7 3.363 1.479 2.137
H8 1.430 2.179 0.036
H9 0.450 0.415 -0.875
H10 0.992 -2.045 0.507
H11 -1.282 -2.945 0.216
H12 -1.259 -1.593 1.357
H13 -2.094 -1.378 -1.582
H14 -2.117 -0.062 -0.381
H15 -4.605 0.484 -0.828
H16 -4.587 -0.758 -2.112
H17 -5.875 -0.760 -0.885
H18 1.603 -3.409 -3.458
H19 -0.157 -3.404 -3.691
H20 0.638 -4.834 -2.963

## Properties
ΔE to the lowest compared entry with this formula, charge and spin   0.6 kcal per mole
Kohn-Sham gap   9.274 eV
SMILES   CCCNC(=O)N[C@@H](CCSC)C(=O)OC
LUMO energy   0.6997 eV
Total charge   0

***

Record 2
The molecule C21H18ClN3O3 in a non-equilibrium geometry, computed with wB97M-V/def2-TZVPD.

Element x y z (Å)
C1 2.906 0.227 4.870
C2 1.730 -0.672 4.500
C3 2.004 -2.110 4.816
C4 1.117 -3.042 5.415
C5 1.829 -4.202 5.416
O1 3.030 -3.995 4.869
N1 3.129 -2.700 4.497
N2 1.383 -0.553 3.086
C6 2.440 -0.766 2.127
C7 0.074 -0.433 2.762
O2 -0.814 -0.440 3.597
C8 -0.241 -0.258 1.307
C9 -1.112 -1.172 0.703
C10 -1.509 -1.044 -0.612
C11 -1.027 0.049 -1.317
N3 -1.233 0.471 -2.612
C12 -0.555 1.558 -2.726
C13 -0.443 2.408 -3.942
C14 -1.528 2.075 -4.927
C15 -1.244 1.413 -6.113
C16 -2.259 1.101 -7.002
C17 -3.569 1.443 -6.720
C18 -3.848 2.101 -5.533
Cl1 -5.479 2.536 -5.162
C19 -2.842 2.420 -4.639
O3 0.122 1.940 -1.608
C20 -0.170 0.979 -0.693
C21 0.242 0.847 0.617
H1 3.823 -0.132 4.413
H2 3.036 0.222 5.949
H3 2.711 1.246 4.548
H4 0.833 -0.364 5.048
H5 0.125 -2.858 5.767
H6 1.613 -5.194 5.757
H7 3.124 -1.520 2.522
H8 2.999 0.155 1.943
H9 2.027 -1.121 1.185
H10 -1.476 -1.996 1.298
H11 -2.174 -1.752 -1.079
H12 0.543 2.251 -4.390
H13 -0.503 3.455 -3.631
H14 -0.226 1.137 -6.343
H15 -2.029 0.587 -7.922
H16 -4.365 1.202 -7.406
H17 -3.081 2.929 -3.718
H18 0.889 1.572 1.083

## Properties
ΔE to the lowest compared entry with this formula, charge and spin   40.6 kcal per mole
Kohn-Sham gap   9.527 eV
SMILES   C[C@H](c1ccon1)N(C)C(=O)c1ccc2nc(Cc3cccc(Cl)c3)oc2c1
LUMO energy   0.6488 eV
Total charge   0

***

Record 3
A structure of composition C22H22BCl3MgN5O2S in a non-equilibrium geometry, computed with wB97M-V/def2-TZVPD.

Element x y z (Å)
Mg1 2.993 1.065 2.026
Cl1 -4.252 1.876 -0.664
C1 -2.964 0.826 -1.132
C2 -2.787 -0.383 -0.480
C3 -1.745 -1.215 -0.860
C4 -0.868 -0.865 -1.884
C5 0.269 -1.769 -2.308
C6 0.746 -2.755 -1.249
N1 1.108 -2.086 -0.020
C7 0.652 -2.402 1.241
C8 1.223 -1.486 2.076
N2 2.002 -0.624 1.349
C9 1.925 -1.015 0.102
O1 -0.021 -2.382 -3.551
C10 -0.722 -3.605 -3.507
C11 -2.084 -3.491 -2.894
C12 -3.077 -2.660 -3.325
Cl2 -3.005 -1.557 -4.640
S1 -4.495 -2.751 -2.390
C13 -3.805 -3.949 -1.386
C14 -2.528 -4.245 -1.764
C15 -1.075 0.355 -2.524
Cl3 -0.044 0.882 -3.810
C16 -2.112 1.201 -2.156
H1 -3.452 -0.675 0.321
H2 -1.636 -2.154 -0.336
H3 1.124 -1.122 -2.521
H4 1.610 -3.305 -1.631
H5 -0.019 -3.493 -1.003
H6 -0.010 -3.228 1.430
H7 1.125 -1.396 3.146
H8 2.450 -0.557 -0.721
H9 -0.135 -4.373 -2.995
H10 -0.811 -3.928 -4.546
H11 -4.371 -4.369 -0.572
H12 -1.924 -4.981 -1.251
H13 -2.250 2.144 -2.664
B1 2.786 1.081 6.789
C17 2.870 1.063 5.230
N3 2.920 1.058 4.075
H14 1.670 0.751 7.126
H15 3.021 2.200 7.184
H16 3.598 0.306 7.238
O2 4.637 1.113 1.378
N4 -0.110 6.029 -0.216
C18 0.539 4.936 0.356
C19 0.003 3.655 0.254
C20 0.723 2.596 0.767
N5 1.925 2.718 1.344
C21 2.443 3.946 1.408
C22 1.802 5.071 0.928
H17 -1.109 5.927 -0.289
H18 0.150 6.918 0.178
H19 -0.958 3.481 -0.216
H20 0.332 1.585 0.712
H21 3.432 4.003 1.848
H22 2.287 6.035 0.996

## Properties
ΔE to the lowest compared entry with this formula, charge and spin   68.3 kcal per mole
Kohn-Sham gap   3.024 eV
LUMO energy   1.5196 eV
Total charge   -1

***

Record 4
A structure of composition C6H5Br2I in a non-equilibrium geometry, computed with wB97M-V/def2-TZVPD.

Element x y z (Å)
C1 -1.227 0.778 -0.595
C2 -0.917 1.120 0.777
C3 -0.450 0.119 -1.444
C4 -0.133 0.262 1.449
C5 0.712 -0.790 0.874
C6 0.812 -0.494 -1.090
Br1 -0.068 0.416 3.315
Br2 1.004 -2.386 -1.754
I1 2.619 0.661 -1.297
H1 -2.193 1.055 -0.930
H2 -1.576 1.956 1.209
H3 -0.854 -0.227 -2.421
H4 1.869 -0.672 0.997
H5 0.403 -1.800 0.907

## Properties
ΔE to the lowest compared entry with this formula, charge and spin   26.6 kcal per mole
Kohn-Sham gap   8.527 eV
LUMO energy   -0.2530 eV
Total charge   0